5 unconnected molecules or ions with the total composition C12H28ClN4O4, computed with ωB97M-V/def2-TZVPD.

Element x y z (Å)
Cl 25.263 -8.789 7.346
C 23.572 -4.731 13.539
O 23.333 -3.544 13.838
N 23.341 -5.749 14.423
C 23.345 -7.122 14.119
C 23.164 -5.447 15.854
H 23.805 -5.078 12.520
H 22.414 -7.583 14.449
H 24.162 -7.670 14.588
H 23.418 -7.228 13.036
H 22.675 -6.285 16.350
H 24.124 -5.431 16.371
H 22.674 -4.509 16.117
C 20.667 -12.775 3.788
O 21.416 -13.760 3.595
N 19.540 -12.398 3.110
C 18.954 -13.263 2.113
C 18.742 -11.198 3.413
H 20.820 -12.069 4.618
H 19.585 -14.014 1.636
H 18.483 -12.670 1.330
H 18.103 -13.835 2.482
H 18.298 -10.767 2.515
H 17.858 -11.368 4.028
H 19.349 -10.384 3.810
C 20.378 -6.371 -0.078
O 19.979 -5.323 0.417
N 21.549 -7.010 0.198
C 22.090 -8.225 -0.265
C 22.392 -6.402 1.191
H 19.903 -6.957 -0.880
H 23.150 -8.106 -0.489
H 21.662 -8.609 -1.191
H 21.941 -8.941 0.543
H 23.410 -6.233 0.838
H 21.985 -5.602 1.809
H 22.556 -7.087 2.024
C 28.395 -11.940 1.732
O 27.989 -13.117 1.696
N 28.765 -11.317 0.568
C 29.080 -9.907 0.731
C 28.976 -11.913 -0.765
H 28.506 -11.248 2.581
H 28.355 -9.283 0.206
H 30.053 -9.684 0.293
H 29.102 -9.548 1.760
H 28.232 -11.546 -1.473
H 29.980 -11.622 -1.073
H 28.867 -12.993 -0.667

Values from the calculation:
* ΔE to the lowest compared entry with this formula, charge and spin: 595.79 kJ/mol
* E_tot: -39571.30912 eV
* total charge: -1



A molecular structure, C7H14, computed with ωB97M-V/def2-TZVPD.

Element x y z (Å)
C -0.722 -1.425 0.752
C 0.166 -0.328 0.232
C 1.652 -0.567 0.258
C 0.071 0.908 2.019
C -0.350 0.533 -0.783
C -1.338 0.372 -1.864
C 0.077 0.878 -2.150
H -1.756 -1.081 0.838
H -0.700 -2.231 0.006
H -0.382 -1.822 1.711
H 1.995 -1.003 1.200
H 1.871 -1.266 -0.560
H 2.198 0.358 0.057
H -0.953 1.090 2.368
H 0.566 0.199 2.686
H 0.645 1.844 1.996
H -0.224 0.959 0.576
H -1.581 -0.623 -2.243
H -2.163 1.080 -1.955
H 0.201 1.924 -2.434
H 0.727 0.202 -2.711

Values from the calculation:
* ΔE to the lowest compared entry with this formula, charge and spin: 589.02 kJ/mol
* E_tot: -7480.18965 eV



A molecular structure, C5H6HgO3, computed with ωB97M-V/def2-TZVPD.

Element x y z (Å)
O -1.025 1.347 -0.376
C -0.308 0.380 -0.481
O -0.755 -0.865 -0.548
O 1.014 0.436 -0.528
C 1.546 -0.879 -0.763
C 0.357 -1.794 -0.452
C 0.325 -2.423 0.918
C 0.137 -1.703 2.071
Hg -1.131 3.502 -0.085
H 2.406 -1.023 -0.103
H 1.856 -0.940 -1.812
H 0.205 -2.545 -1.235
H 0.930 -3.336 0.997
H -0.810 -2.591 1.971
H -0.409 -0.754 2.046

Values from the calculation:
* expectation value of S²: 2.007
* spin multiplicity: 3
* ΔE to the lowest compared entry with this formula, charge and spin: 144.82 kJ/mol
* E_tot: -15592.85241 eV



A molecular structure, C13H26AuN6O6S, computed with ωB97M-V/def2-TZVPD.

Element x y z (Å)
O -0.157 -0.685 -3.255
H 0.037 -1.103 -4.164
Au 0.930 0.112 0.385
N 2.024 -1.480 -0.805
N -0.385 -1.675 0.270
N 1.163 2.404 0.220
N -0.877 1.102 1.111
O 3.146 -1.287 -1.307
O 2.247 2.917 -0.187
O -1.883 0.442 1.690
O -1.488 -1.877 0.941
C 0.055 -2.765 -0.379
C 1.312 -2.629 -1.029
C 0.112 3.148 0.597
C -0.970 2.434 1.189
C 1.958 -3.672 -1.856
H 1.796 -3.475 -2.926
H 1.567 -4.672 -1.656
H 3.040 -3.657 -1.686
C -0.715 -4.031 -0.207
H -1.735 -3.956 -0.600
H -0.799 -4.299 0.854
H -0.228 -4.866 -0.714
C 0.288 4.608 0.598
C -2.044 3.073 1.988
H 0.865 4.919 -0.285
H 0.812 4.930 1.514
H -0.682 5.107 0.591
H -2.763 2.340 2.357
H -2.588 3.837 1.427
H -1.599 3.562 2.862
H 2.258 1.411 -1.407
H -1.715 -0.627 1.354
C -1.915 -0.297 -2.988
H -2.403 -1.246 -2.941
H -2.073 0.329 -3.853
H -1.726 0.089 -1.952
O 1.498 0.862 -1.700
H 0.745 -0.487 -2.783
H 0.775 1.501 -1.677
C 0.105 -1.990 3.908
N 0.201 -0.533 4.034
C -0.504 0.268 4.919
C -0.119 1.559 4.682
N 0.812 1.514 3.657
C 1.043 0.223 3.289
S 2.257 -0.456 2.300
H -0.535 -2.257 3.046
H 1.120 -2.398 3.753
H -0.341 -2.375 4.836
H -1.207 -0.160 5.618
H -0.424 2.480 5.146
H 1.349 2.308 3.303

Values from the calculation:
* expectation value of S²: 2.148
* spin multiplicity: 3
* E_tot: -49638.10816 eV
* total charge: +1



6 unconnected molecules or ions with the total composition C11H34IN10O6S, computed with ωB97M-V/def2-TZVPD.

Element x y z (Å)
C 1.086 -1.927 0.631
C 2.530 -2.402 1.257
C 3.303 -1.095 1.954
I 3.022 -0.958 4.120
S 5.151 -1.372 1.552
C 5.251 -0.867 -0.288
C 5.038 0.785 -0.280
C 3.707 1.266 -1.142
O 3.667 2.759 -0.995
H 0.364 -1.506 1.460
H 0.611 -2.857 0.058
H 1.339 -1.063 -0.151
H 3.240 -2.785 0.378
H 2.410 -3.269 2.034
H 2.892 -0.138 1.376
H 5.918 -0.496 2.338
H 4.423 -1.430 -0.905
H 6.341 -1.108 -0.637
H 4.829 1.141 0.839
H 6.003 1.354 -0.629
H 3.838 1.067 -2.298
H 2.691 0.883 -0.704
H 4.625 3.031 -1.218
C -2.780 -1.932 2.470
O -1.562 -1.983 2.396
N -3.570 -2.986 2.195
N -3.440 -0.818 2.832
H -4.574 -2.963 2.250
H -3.113 -3.844 1.918
H -2.883 -0.002 3.048
H -4.442 -0.756 2.899
C -4.785 0.528 -0.779
O -5.851 0.332 -0.218
N -4.690 1.172 -1.956
N -3.609 0.116 -0.272
H -3.822 1.343 -2.434
H -5.552 1.499 -2.373
H -3.636 -0.374 0.613
H -2.721 0.268 -0.719
C -0.849 2.231 0.558
O -1.264 1.720 -0.470
N -0.228 3.424 0.577
N -0.975 1.647 1.763
H 0.121 3.861 1.414
H -0.112 3.898 -0.309
H -1.436 0.747 1.793
H -0.639 2.052 2.620
C -6.260 5.118 -1.328
O -6.147 6.317 -1.533
N -5.246 4.252 -1.505
N -7.407 4.557 -0.906
H -5.319 3.262 -1.342
H -4.364 4.633 -1.822
H -8.195 5.174 -0.760
H -7.519 3.573 -0.732
C 4.372 -3.877 -2.417
O 4.484 -2.679 -2.622
N 5.385 -4.744 -2.595
N 3.224 -4.438 -1.995
H 5.312 -5.734 -2.431
H 6.267 -4.362 -2.912
H 2.436 -3.821 -1.849
H 3.112 -5.423 -1.821

Values from the calculation:
* E_tot: -58075.42943 eV
* total charge: +1



A single C4H7NO2 molecule, computed with ωB97M-V/def2-TZVPD.

Element x y z (Å)
C 1.920 0.109 -0.195
C 0.554 0.075 -0.835
O 0.367 -0.054 -2.016
N -0.566 0.075 0.072
C -1.493 -1.043 0.022
C -0.750 1.199 0.823
O -0.022 2.170 0.770
H 2.502 0.943 -0.587
H 2.430 -0.817 -0.483
H 1.876 0.179 0.892
H -2.341 -0.852 0.685
H -1.864 -1.192 -0.995
H -0.981 -1.951 0.361
H -1.631 1.160 1.485

Values from the calculation:
* ΔE to the lowest compared entry with this formula, charge and spin: 67.92 kJ/mol
* E_tot: -9846.57580 eV



A single C3H4N2 molecule, computed with ωB97M-V/def2-TZVPD.

Element x y z (Å)
C 1.369 0.224 1.437
C 0.243 -0.370 1.051
C -0.337 -0.483 -0.280
N 2.370 0.839 3.621
N 1.738 0.504 2.717
H 2.267 0.629 0.951
H -1.307 -1.016 -0.338
H 0.219 -1.193 -1.011
H -0.446 0.450 -0.906

Values from the calculation:
* ΔE to the lowest compared entry with this formula, charge and spin: 480.41 kJ/mol
* E_tot: -6150.92169 eV